{
  "formula": "C56H60F6N5O11PS2SiTeTi",
  "method": "ωB97M-V/def2-TZVPD",
  "symbols": ["Ti", "F", "C", "F", "F", "S", "O", "O", "N", "S", "O", "O", "C", "F", "F", "F", "C", "O", "P", "O", "C", "O", "C", "H", "H", "H", "H", "H", "H", "H", "H", "H", "C", "C", "C", "C", "C", "C", "H", "H", "H", "H", "H", "N", "C", "N", "C", "C", "C", "C", "C", "C", "H", "H", "H", "H", "H", "H", "C", "C", "O", "N", "Te", "C", "C", "C", "C", "C", "C", "C", "C", "C", "C", "C", "C", "C", "C", "C", "C", "C", "C", "H", "H", "H", "H", "H", "H", "H", "H", "H", "H", "H", "H", "H", "H", "H", "H", "H", "H", "H", "H", "H", "H", "H", "H", "H", "C", "C", "C", "C", "C", "C", "Si", "C", "C", "C", "C", "C", "C", "C", "C", "C", "C", "C", "C", "H", "H", "H", "H", "H", "H", "H", "H", "H", "H", "H", "H", "H", "H", "H", "O", "N", "O", "O"],
  "xyz": [[-0.3435, -0.6073, 0.1711], [-2.4179, 4.5470, 1.7095], [-2.7787, 3.2911, 1.4072], [-3.6209, 3.3527, 0.3700], [-3.5220, 2.8495, 2.4409], [-1.1929, 2.2289, 1.2433], [-1.6755, 1.0483, 0.4929], [-0.9367, 2.1243, 2.6456], [-0.2595, 3.1769, 0.4650], [-0.0989, 2.9965, -1.1717], [1.1931, 3.5737, -1.5090], [0.8168, 0.5598, -1.0550], [-1.0387, 4.6919, -1.5725], [-0.3290, 5.7557, -1.1696], [-1.1225, 4.7944, -2.9356], [-2.2932, 4.9060, -1.1298], [-4.0870, -1.2478, -2.3162], [-3.2035, -0.3279, -2.9481], [-1.9831, 0.4279, -2.1011], [-1.0446, 0.7529, -3.3827], [-1.4567, 1.0713, -4.7025], [-2.7257, 1.8836, -1.8755], [-3.7252, 2.4312, -2.7205], [-5.0903, -0.8177, -2.2753], [-3.7587, -1.4996, -1.3049], [-4.1246, -2.1553, -2.9242], [-0.7030, 0.6560, -5.3734], [-1.5025, 2.1550, -4.8314], [-2.4303, 0.6339, -4.9220], [-4.3688, 1.6512, -3.1312], [-4.3136, 3.1120, -2.1071], [-3.2727, 2.9869, -3.5438], [0.4693, -4.4068, -3.0442], [-0.8023, -3.8671, -2.9321], [-1.0406, -2.8142, -2.0579], [-0.0503, -2.2400, -1.2484], [1.1975, -2.8764, -1.3323], [1.4629, -3.9166, -2.2126], [0.6774, -5.2022, -3.7511], [-1.6119, -4.2616, -3.5387], [-2.0478, -2.4361, -1.9943], [1.9934, -2.5552, -0.6776], [2.4596, -4.3427, -2.2504], [2.0238, 2.0316, 4.3229], [1.6395, 1.0088, 3.4995], [1.8347, 1.2612, 2.2422], [2.3766, 2.5365, 2.2006], [2.8118, 3.2912, 1.1195], [3.3637, 4.5299, 1.3839], [3.4896, 5.0162, 2.6887], [3.0593, 4.2804, 3.7783], [2.4973, 3.0387, 3.5129], [1.8775, 2.0788, 5.3137], [1.2619, 0.0702, 3.8724], [2.6948, 2.9302, 0.1132], [3.7007, 5.1418, 0.5570], [3.9324, 5.9917, 2.8507], [3.1545, 4.6530, 4.7916], [-2.8913, -3.6791, 1.2178], [-1.8807, -2.5478, 1.1425], [-0.8528, -2.8051, 1.9593], [-2.0040, -1.5724, 0.3351], [-3.2334, -0.3887, 2.7751], [-4.0018, 0.2016, 4.7359], [-5.2468, 0.7856, 4.9991], [-6.2201, 1.1135, 3.9001], [-5.6002, 1.1214, 6.3053], [-4.7389, 0.9230, 7.3710], [-5.1431, 1.2825, 8.7773], [-3.4803, 0.4013, 7.0973], [-3.1016, 0.0538, 5.8081], [-1.7025, -0.4394, 5.5532], [-5.1617, -1.1722, 2.1163], [-5.7914, -2.2626, 2.7232], [-5.2922, -2.8482, 4.0162], [-6.9328, -2.8206, 2.1483], [-7.4730, -2.3283, 0.9732], [-8.7023, -2.9338, 0.3484], [-6.8535, -1.2318, 0.3855], [-5.7211, -0.6489, 0.9374], [-5.1445, 0.5741, 0.2823], [-2.4789, -4.4968, 0.6226], [-3.8425, -3.3553, 0.8018], [-3.0136, -4.0100, 2.2484], [-6.8294, 0.2452, 3.6450], [-5.6621, 1.4068, 3.0139], [-6.8808, 1.9278, 4.2003], [-6.5757, 1.5623, 6.4890], [-6.0750, 1.8480, 8.7750], [-4.3697, 1.8779, 9.2654], [-5.2981, 0.3834, 9.3785], [-2.7777, 0.2717, 7.9151], [-1.1172, -0.4724, 6.4732], [-1.2016, 0.2221, 4.8413], [-1.7054, -1.4319, 5.0963], [-4.2242, -2.6550, 4.1201], [-5.4917, -3.9195, 4.0595], [-5.7933, -2.3685, 4.8607], [-7.4034, -3.6679, 2.6374], [-8.9857, -3.8578, 0.8524], [-8.5282, -3.1498, -0.7070], [-9.5457, -2.2420, 0.4079], [-7.2752, -0.8191, -0.5255], [-5.6578, 0.7948, -0.6543], [-5.2619, 1.4380, 0.9371], [-4.0808, 0.4472, 0.0875], [5.5403, -2.1021, 0.4707], [4.6554, -1.2890, 1.1608], [3.6634, -0.5956, 0.4813], [3.5152, -0.7037, -0.9009], [4.4093, -1.5402, -1.5739], [5.4084, -2.2296, -0.9044], [2.2122, 0.3473, -1.8470], [3.3338, 1.8427, -2.3211], [3.0910, 2.5796, -3.4841], [3.9538, 3.5742, -3.9043], [5.0967, 3.8672, -3.1696], [5.3505, 3.1642, -2.0050], [4.4792, 2.1608, -1.5969], [2.1761, -0.4555, -3.6080], [3.3127, -0.3555, -4.4207], [3.3881, -0.9749, -5.6591], [2.3141, -1.7138, -6.1342], [1.1722, -1.8164, -5.3562], [1.1110, -1.1977, -4.1148], [6.3195, -2.6392, 0.9997], [4.7275, -1.1935, 2.2377], [2.9757, 0.0265, 1.0321], [4.3135, -1.6659, -2.6439], [6.0839, -2.8714, -1.4595], [2.1973, 2.3686, -4.0575], [3.7426, 4.1279, -4.8119], [5.7787, 4.6422, -3.5002], [6.2264, 3.3916, -1.4084], [4.6978, 1.6132, -0.6888], [4.1668, 0.2138, -4.0762], [4.2901, -0.8844, -6.2551], [2.3733, -2.2038, -7.0997], [0.3257, -2.3934, -5.7100], [0.2233, -1.3036, -3.5153], [0.8130, -1.8904, 3.2541], [0.2512, -1.5725, 2.1958], [-0.4770, -0.4960, 2.1762], [0.9507, -1.6136, 1.0820]],
  "forces_ev_per_a": [[-0.6, 1.3, -2.8], [0.1, -0.1, -0.1], [-0.3, -0.2, 0.4], [0.3, -0.2, -0.2], [0.1, 0.1, 0.0], [-2.0, 2.1, 0.0], [0.9, 0.8, 0.6], [0.6, -0.2, -0.1], [0.0, -0.6, 0.2], [-1.0, 2.2, 0.2], [0.8, -0.5, -0.3], [0.3, -0.6, 0.5], [-0.3, 0.1, -0.5], [0.1, -0.4, 0.1], [0.1, -0.2, 0.2], [0.2, -0.4, 0.1], [-0.1, 0.0, 0.0], [0.4, 0.0, 0.2], [-0.8, 0.4, -1.6], [0.1, -0.1, 0.1], [0.0, -0.1, 0.1], [-0.1, -0.4, 0.2], [0.0, 0.0, 0.1], [0.0, 0.0, 0.0], [0.0, 0.0, 0.0], [0.0, 0.0, 0.0], [0.0, 0.0, 0.0], [0.0, 0.0, 0.0], [0.0, 0.0, -0.1], [0.0, 0.0, 0.0], [0.0, 0.0, 0.0], [0.0, 0.1, 0.0], [0.0, 0.0, 0.1], [0.0, 0.0, -0.1], [-0.1, 0.2, 0.1], [0.3, -0.6, -0.2], [-0.1, 0.1, 0.1], [0.1, -0.1, 0.0], [0.0, 0.0, 0.0], [0.0, 0.0, 0.0], [0.0, 0.0, 0.0], [0.0, -0.1, 0.0], [0.0, 0.0, 0.0], [-0.1, 0.0, 0.0], [0.1, 0.0, -0.1], [0.1, 0.2, 0.0], [0.1, 0.0, 0.6], [0.0, 0.0, 0.2], [0.1, 0.0, -0.2], [0.0, 0.1, 0.1], [-0.1, 0.0, 0.1], [0.1, 0.1, -0.4], [0.0, -0.1, 0.0], [-0.1, 0.0, 0.1], [0.0, 0.0, -0.1], [0.0, 0.0, 0.0], [0.0, 0.0, 0.0], [0.0, 0.0, 0.0], [0.2, 0.3, 0.1], [0.2, -0.8, 0.3], [-1.1, -0.9, -0.3], [-0.3, -0.2, 0.1], [-1.9, -0.3, 1.1], [0.2, 0.1, 0.0], [0.0, 0.0, -0.2], [0.1, -0.1, 0.1], [0.1, -0.1, 0.1], [0.0, 0.0, 0.0], [0.0, -0.1, -0.1], [-0.1, 0.0, 0.1], [0.1, -0.1, -0.1], [-0.1, 0.0, 0.0], [0.4, 0.0, -0.2], [0.2, 0.0, 0.2], [0.0, 0.1, -0.1], [-0.1, 0.0, -0.1], [0.0, 0.0, 0.1], [0.1, 0.1, 0.0], [-0.1, -0.1, 0.1], [0.0, 0.2, 0.0], [-0.1, -0.1, 0.0], [-0.1, -0.1, 0.0], [0.0, 0.0, 0.0], [0.0, -0.1, 0.0], [-0.1, 0.0, -0.1], [-0.1, 0.1, -0.1], [0.0, 0.0, 0.0], [0.0, 0.0, 0.0], [0.0, 0.0, 0.1], [0.0, 0.0, 0.0], [0.0, 0.0, 0.0], [0.1, 0.0, 0.0], [0.0, 0.0, 0.0], [0.1, 0.0, 0.0], [0.1, 0.0, 0.0], [0.0, -0.1, 0.1], [0.0, 0.0, 0.0], [0.0, 0.0, 0.1], [0.0, 0.0, 0.0], [0.0, 0.0, 0.0], [0.0, 0.0, 0.0], [0.0, 0.0, 0.0], [0.0, 0.1, -0.1], [0.0, 0.0, 0.0], [0.1, 0.0, 0.0], [0.0, 0.1, 0.0], [0.0, 0.0, 0.1], [0.1, 0.0, 0.1], [0.0, 0.0, -0.1], [-0.2, 0.1, -0.1], [0.0, 0.0, -0.1], [0.1, 0.0, -0.1], [1.2, -0.4, -0.6], [-0.4, 0.1, 0.3], [-0.1, 0.0, 0.2], [0.0, 0.0, -0.2], [0.0, 0.0, 0.1], [0.1, 0.0, 0.0], [-0.1, -0.1, 0.1], [-0.3, 0.1, 0.3], [0.0, 0.0, 0.0], [0.1, 0.0, -0.1], [0.0, 0.0, 0.0], [-0.1, 0.0, -0.1], [0.0, 0.0, 0.0], [0.0, 0.0, 0.0], [0.0, 0.0, 0.0], [0.0, 0.0, 0.1], [0.0, -0.1, 0.0], [0.0, 0.0, 0.0], [0.0, 0.0, -0.1], [0.0, 0.0, 0.0], [0.0, 0.0, 0.0], [0.0, 0.0, 0.0], [0.1, 0.0, 0.0], [0.0, 0.0, 0.0], [0.0, 0.0, 0.0], [0.0, 0.0, 0.0], [0.0, 0.0, 0.0], [0.0, 0.0, -0.1], [-0.1, 0.0, -0.4], [1.3, -0.8, 3.0], [-0.3, 0.7, -0.1], [1.2, -0.8, -0.5]],
  "total_charge": -2,
  "relative_energy_kj_mol": 177.1,
  "molar_mass_da": 1391.769,
  "e_tot_ha": -6415.35474,
  "lumo_ev": 3.624,
  "homo_lumo_gap_ev": 6.53,
  "homo_energy_ev": -2.908
}